(1)
C13H27AlF6IN3O8PS as an isolated structure. Source: OMol25; level of theory: wB97M-V/def2-TZVPD.

Structure (XYZ):
```
61
Properties=species:S:1:pos:R:3:forces:R:3
N 3.69805 4.66967 3.42216 -0.16 -0.42 -0.09
C 3.53798 4.00662 2.03754 -0.43 0.15 2.00
N 4.95296 3.49992 1.69215 -1.74 1.44 -0.92
N 3.08793 5.11088 1.10556 0.17 -0.90 0.54
C 2.46109 2.78822 2.24432 1.18 -0.73 -0.11
Al 1.49796 2.17784 0.53580 -0.39 -0.20 1.13
I 0.29783 4.06754 -0.78728 0.26 -0.43 0.04
C 0.18146 0.70142 1.07704 -1.07 -0.80 -0.41
C -1.34935 1.20454 1.37820 -0.32 -1.52 0.16
C -1.47066 2.57883 2.26316 -0.71 -1.62 1.74
S -2.68493 3.85077 1.52874 1.42 5.28 -5.19
O -1.98147 5.25104 1.61916 -2.73 -4.88 0.74
O -3.06538 3.56016 0.05748 0.73 -0.07 5.41
O -4.14130 3.96992 2.41541 1.26 0.79 -0.95
P 3.02432 1.16333 -0.95781 -1.37 0.81 -3.58
O 2.61477 1.62262 -2.41374 0.94 -0.89 2.35
H 2.78535 4.63925 3.94844 1.49 -0.14 -0.89
H 4.41955 4.16960 3.98870 -1.06 0.29 -0.84
H 4.86906 3.11267 0.72510 0.24 0.31 1.00
H 5.53054 4.37958 1.58264 -0.93 -1.17 0.13
H 3.21179 4.86360 0.09694 -0.64 0.08 1.37
H 2.09751 5.39495 1.32294 1.45 -0.64 -0.68
H 3.09178 1.85054 2.62780 -1.31 1.86 -0.61
H 1.65317 2.98983 3.06940 1.67 0.05 -1.29
H 0.61925 0.13306 2.00237 -0.90 1.05 -1.50
H 0.09698 -0.11217 0.20740 -0.15 2.32 2.25
H -1.95354 1.21826 0.36276 1.28 0.54 2.18
H -1.85800 0.34230 2.02873 0.80 1.96 -1.32
H -0.45522 3.10429 2.51269 -2.17 -0.53 -1.02
H -1.95154 2.28754 3.31644 0.95 0.77 -2.25
H -4.52015 4.88415 2.16603 1.13 -1.83 0.34
H 2.87542 -0.29549 -0.93490 1.16 1.15 0.36
H 4.39093 1.55091 -0.71858 -0.09 -0.80 0.13
C 2.37184 -6.50986 -1.28429 0.16 0.24 -0.23
C 1.38867 -6.11411 -0.19818 -0.06 -0.64 -0.30
O 1.61428 -4.75784 0.21506 -0.68 1.57 -0.55
C 1.04247 -3.78540 -0.56619 -0.95 -2.60 -1.51
O 0.37629 -4.01938 -1.57044 1.53 1.02 2.33
C 1.31775 -2.39904 0.01432 0.50 2.59 0.91
F 2.61238 -2.24127 0.41560 -1.05 -0.70 -0.42
F 0.54741 -2.14069 1.11019 0.53 -1.18 -0.99
F 1.07176 -1.39259 -0.87012 0.04 -2.13 0.20
H 3.40099 -6.33857 -0.95172 -0.16 -0.11 0.05
H 2.25630 -7.56567 -1.54486 -0.02 0.11 0.07
H 2.22451 -5.91081 -2.18852 -0.09 -0.13 0.13
H 1.54238 -6.74430 0.68277 0.03 0.40 0.05
H 0.35093 -6.25921 -0.52078 0.20 0.28 -0.01
C -3.34253 -0.14258 -3.16694 -0.24 0.05 0.28
C -3.18092 -1.55246 -3.70452 0.28 0.78 -0.56
O -3.56133 -2.51657 -2.71109 -1.96 -1.11 0.56
C -4.90413 -2.77971 -2.60788 0.52 2.31 -2.42
O -5.76177 -2.23926 -3.30027 1.51 -1.61 1.87
C -5.16130 -3.85552 -1.55372 -0.45 -1.53 1.92
F -4.44143 -3.65924 -0.41124 -0.49 0.14 -1.18
F -4.82925 -5.10068 -2.00137 -0.15 1.12 -0.06
F -6.46655 -3.92420 -1.16990 1.14 0.40 -0.72
H -2.78651 -0.02221 -2.23129 0.06 0.00 -0.23
H -2.97826 0.59173 -3.89087 0.00 -0.13 0.11
H -4.39153 0.07854 -2.94578 0.12 -0.03 -0.15
H -2.12847 -1.73682 -3.93943 -0.18 -0.25 0.30
H -3.74808 -1.69848 -4.63137 -0.09 -0.10 0.33
```
Positions in Å, forces in eV/Å.

multiplicity	1
HOMO energy	-5.0	eV
Kohn-Sham gap	0.2623	Eh
charge	-1
E_tot	-85896.09043	eV

Here are the Mulliken charges for atoms 1 to 5, given in e: atom 1 (N): -0.705, atom 2 (C): 0.339, atom 3 (N): -0.694, atom 4 (N): -0.635, atom 5 (C): -0.462

---

(2)
C17H22N2OS2 as an isolated structure. Source: OMol25; level of theory: wB97M-V/def2-TZVPD.

Structure (XYZ):
```
44
Properties=species:S:1:pos:R:3:forces:R:3
C 5.84295 -1.68162 -0.04306 -1.58 1.17 1.10
C 4.88110 -1.63757 -1.22105 -2.94 0.85 1.97
C 3.49543 -1.19266 -0.71247 -5.00 -6.24 0.88
C 3.30330 0.10001 -0.14379 -6.12 -1.79 1.91
H 3.89138 0.01288 0.62504 3.23 0.99 4.80
H 3.59322 0.75923 -0.78962 1.47 4.74 -3.56
C 1.72338 0.40853 0.41304 8.16 11.11 -8.30
C 1.76188 1.65947 1.18929 -3.65 -4.21 5.50
C 2.05497 1.14564 2.61262 -1.30 2.34 2.08
H 1.43576 0.30537 2.99326 0.10 0.65 -0.53
H 3.04833 0.89406 2.76961 2.09 -0.89 -0.05
H 1.95007 2.02794 3.32772 -0.20 -1.12 -0.51
H 2.51042 2.24300 0.92093 3.05 2.93 -1.63
H 0.80960 2.17712 1.37820 0.22 0.00 -1.09
H 1.28016 -0.36050 0.50809 -5.73 -10.15 3.08
C 1.01631 0.96215 -0.90098 6.78 -0.20 -5.33
N -0.30777 0.96008 -0.77486 -6.08 5.56 0.78
C -1.01212 2.26557 -0.64768 2.79 1.75 -1.10
S -0.18435 3.89870 -0.91501 -2.33 -4.15 0.84
S -2.73458 2.13121 -0.34750 2.02 -1.24 -0.89
C -2.58775 0.34243 -0.61472 -1.62 0.14 2.18
C -3.59552 -0.52111 -0.25722 9.92 -2.07 -3.43
C -4.90660 -0.39516 -0.15291 -5.17 0.20 1.89
C -5.65107 0.75057 0.10791 3.31 2.50 -3.75
C -6.96154 0.84044 -0.11968 -1.85 -6.00 3.82
N -7.58498 -0.42163 0.16582 -1.93 -1.71 -1.49
C -7.01675 -1.77851 0.04002 5.09 15.05 -0.96
C -5.62393 -1.52383 -0.18159 -2.84 -9.76 0.93
H -5.26324 -2.68425 -0.14233 0.98 3.07 -0.68
H -7.61020 -2.52009 0.16320 -3.45 -4.99 0.82
H -7.51087 1.69779 0.18634 -0.79 0.63 -0.69
H -5.10074 1.61950 -0.22519 0.21 0.87 1.15
H -3.05677 -1.58594 -0.47479 -2.01 2.00 0.93
C -1.14806 -0.13970 -0.76515 -2.13 5.57 0.52
O -0.72731 -1.20213 -0.84468 1.29 -5.81 -0.47
H 1.50844 2.16666 -1.31638 -1.93 -3.76 1.66
H 1.25854 0.25989 -1.98854 -0.46 1.68 3.20
H 3.06040 -1.97819 0.35957 1.39 1.62 -3.24
H 2.59901 -1.35493 -1.48211 2.12 -0.17 1.10
H 4.90219 -0.76473 -1.87674 1.69 -0.73 -1.10
H 4.75834 -2.67941 -1.54889 0.23 0.76 -0.98
H 5.81288 -0.62847 0.55173 1.19 -2.53 -1.64
H 5.39719 -2.41366 0.68971 0.51 0.60 -0.65
H 6.68892 -2.16417 -0.51516 1.24 0.76 0.95
```
Positions in Å, forces in eV/Å.

energy relative to the best compared isomer or geometry (same formula, charge and spin)	1304.1	kJ/mol
multiplicity	1
HOMO energy	-8.5	eV
Kohn-Sham gap	0.2582	Eh
charge	0
E_tot	-44671.27822	eV

Here are the Mulliken charges for atoms 1 to 5, given in e: atom 1 (C): -0.989, atom 2 (C): -0.614, atom 3 (C): -0.008, atom 4 (C): -2.024, atom 5 (H): 0.691

---

(3)
A 2-piece molecular cluster, C4H10NO3 overall. Source: OMol25; level of theory: wB97M-V/def2-TZVPD.

Structure (XYZ):
```
18
Properties=species:S:1:pos:R:3:forces:R:3
O -0.87328 -2.01789 -0.59419 0.11 0.07 -0.06
C -0.19163 -1.23994 0.04764 -0.61 -0.28 0.48
N 0.97422 -0.76344 -0.48008 0.90 0.69 -0.65
C 1.89979 0.30851 -0.03550 -1.75 -1.83 0.32
O 1.34700 1.48846 0.23113 0.06 0.46 0.10
C -0.60458 -0.80723 1.44678 -0.12 0.31 -0.40
C -1.50626 0.44560 1.38340 1.57 0.26 -0.32
H 1.22549 -1.19014 -1.36008 -0.30 0.00 -0.08
H 2.59145 0.43988 -0.85042 0.77 0.18 -0.40
H 2.41461 -0.12675 0.82001 0.60 0.50 0.46
H -1.18572 -1.63372 1.85110 0.27 -0.10 0.13
H 0.29864 -0.62943 2.03684 -0.19 0.02 0.20
H -1.66203 0.89305 2.36089 -0.43 -0.29 0.10
H -2.39178 0.23922 0.81585 -0.69 -0.13 0.11
H -0.96297 1.20130 0.81564 -0.13 0.16 0.00
H -0.09967 1.58289 -1.30015 -0.44 0.06 -0.24
H -1.15241 0.92832 -2.22265 0.09 0.06 0.11
O -0.79962 1.78249 -1.94586 0.27 -0.12 0.13
```
Positions in Å, forces in eV/Å.

energy relative to the best compared isomer or geometry (same formula, charge and spin)	81.3	kJ/mol
multiplicity	2
HOMO energy (spin up / spin down)	-10.0 / -10.0	eV
Kohn-Sham gap (spin up / spin down)	0.3896 / 0.2664	Eh
charge	0
E_tot	-11940.80718	eV

Here are the Mulliken charges for atoms 1 to 5, given in e: atom 1 (O): -0.634, atom 2 (C): 0.478, atom 3 (N): -0.117, atom 4 (C): -0.541, atom 5 (O): -0.296

---

(4)
C26H69BeN5O7 as an isolated structure. Source: OMol25; level of theory: wB97M-V/def2-TZVPD.

Structure (XYZ):
```
108
Properties=species:S:1:pos:R:3:forces:R:3
Be 0.17251 -0.15202 -0.17999 0.11 -0.57 0.38
C 0.26273 0.57559 -4.53044 -0.29 1.79 -1.03
C 1.01922 -0.18092 -3.52194 0.06 -2.70 2.15
C 2.09903 -1.10550 -4.20820 -0.61 0.72 0.11
O 1.47688 0.49339 -2.36017 -0.28 0.32 0.80
H -0.53058 -0.02883 -4.97026 0.01 0.05 -0.07
H 0.88320 0.97390 -5.33323 0.27 -0.22 -0.37
H -0.15171 1.49491 -4.11667 -0.42 -0.15 0.34
H 0.27997 -0.83269 -3.05632 -0.21 -0.73 -0.66
H 2.49519 -1.85836 -3.52676 0.49 0.49 0.25
H 2.81679 -0.44835 -4.69918 0.68 -0.05 0.54
H 1.76817 -1.70661 -5.05513 -0.87 0.08 -0.07
C -2.81527 -1.11568 3.73842 0.73 0.54 -0.54
C -2.14466 -0.18178 2.64045 1.11 -1.00 0.83
C -1.50072 1.08133 3.37889 -0.30 -0.61 -0.70
O -1.21394 -0.95605 1.89605 0.49 1.09 -0.48
H -2.05418 -1.56144 4.37883 0.30 0.02 -0.06
H -3.33986 -1.93921 3.25394 -0.18 0.26 0.01
H -3.48567 -0.58345 4.41325 -0.22 0.17 -0.18
H -2.97507 0.07397 1.98234 -0.19 0.79 -0.14
H -2.21895 1.82530 3.72349 -0.35 -0.14 0.04
H -0.80308 1.63294 2.74872 -0.10 -0.11 -0.36
H -0.89458 0.80475 4.24157 -0.12 -0.44 0.10
C 3.64645 5.23282 -3.85200 1.85 -0.40 -0.62
C 3.12832 3.88519 -3.32753 2.15 2.00 0.29
C 3.06064 3.91861 -1.73474 -0.66 0.08 -2.87
O 4.32683 4.04880 -1.17829 0.51 -2.19 -0.36
C 4.79989 5.29881 -0.88704 -0.20 1.25 1.14
N 1.90401 3.54614 -3.90796 -2.86 -1.24 0.95
H 3.37293 6.22696 -3.49848 -1.20 -0.36 0.13
H 3.64350 5.18125 -4.94077 -0.44 0.34 -0.16
H 4.71843 5.28277 -3.66105 0.33 -0.30 0.11
H 3.81311 3.11809 -3.68910 1.02 0.11 0.67
H 2.56215 2.98792 -1.46374 0.24 -0.09 0.57
H 2.40465 4.77476 -1.57728 -0.12 0.16 0.68
H 4.28072 5.58682 0.02707 -0.29 0.93 0.04
H 4.68522 6.02195 -1.69452 -0.11 0.09 0.17
H 5.84267 5.30423 -0.56972 0.17 -0.57 -0.42
H 1.80741 3.38270 -4.89996 0.80 0.71 -0.30
H 1.86623 2.59949 -3.55792 -1.34 -0.73 0.21
C -0.29754 -5.03380 -1.39482 -0.52 -0.18 -0.74
C -0.26428 -3.50277 -1.55059 -1.49 -0.03 1.61
C -1.69396 -2.88882 -1.63479 0.08 -2.18 -2.71
O -1.69899 -1.50903 -1.76981 -1.01 2.43 1.58
C -2.97990 -0.85603 -1.53401 -0.76 -0.04 -0.26
N 0.26786 -2.87675 -0.33642 1.59 1.21 -0.50
H -0.69165 -5.37505 -0.43757 -0.18 0.20 0.03
H 0.64745 -5.55512 -1.54756 0.44 0.56 0.21
H -0.89195 -5.45527 -2.20547 -0.45 -0.08 0.04
H 0.24616 -3.29281 -2.49051 0.48 0.64 0.43
H -2.37428 -3.41723 -0.96692 -0.04 0.85 0.91
H -2.07145 -3.20147 -2.60837 -0.23 -0.68 -0.33
H -3.79033 -0.98761 -2.25093 0.43 -1.22 -1.02
H -2.96979 0.23109 -1.61258 1.26 -0.09 0.53
H -3.50464 -1.14102 -0.62212 0.81 -0.10 0.58
H -0.22766 -3.11154 0.51177 -0.69 -0.01 0.00
H 1.19993 -3.22064 -0.15454 0.43 0.32 -0.04
C 3.02005 1.66653 3.34540 0.60 -0.51 -1.00
C 2.82606 0.94322 1.95953 -0.09 0.78 0.49
C 2.72100 -0.55713 1.94991 0.31 -0.09 1.28
O 2.56775 -1.14161 0.68018 -1.07 0.46 -0.03
C 3.72384 -1.12055 -0.10092 0.78 -0.05 -1.11
N 1.59321 1.53739 1.42459 -0.31 -0.76 -0.83
H 2.19068 1.49308 4.03111 -0.08 -0.09 -0.08
H 3.04430 2.71339 3.04273 -0.10 0.16 0.38
H 3.95873 1.47950 3.86693 0.02 -0.31 -0.08
H 3.70294 1.15610 1.34809 -0.21 0.54 -0.22
H 1.89005 -0.88821 2.57281 -0.16 -0.10 -0.12
H 3.65480 -0.86792 2.41845 0.17 -0.63 0.07
H 4.24504 -0.16324 -0.10283 0.08 0.05 0.34
H 3.50019 -1.26587 -1.15778 -0.58 -0.07 0.10
H 4.39392 -1.93273 0.18095 0.22 0.03 0.33
H 1.75892 2.44634 1.01658 0.08 0.14 -0.31
H 1.07465 1.75677 2.26309 -0.73 -0.05 -0.19
C -3.83387 -5.30609 1.01327 -2.67 -0.19 2.36
C -3.60770 -4.47724 2.31013 1.98 -0.72 -0.11
C -3.48265 -5.34222 3.62057 -0.17 -0.16 -0.60
O -4.67484 -6.04661 3.89471 -1.07 -1.85 0.28
C -4.63940 -7.35095 4.57194 0.18 0.85 0.09
N -2.27020 -3.97214 2.04776 0.91 -0.19 0.28
H -3.25636 -6.22926 1.06144 0.57 0.46 -0.58
H -3.86753 -4.67518 0.12506 0.57 -0.32 -0.03
H -4.85288 -5.66383 1.16074 -0.35 -0.25 -0.51
H -4.26766 -3.62405 2.46700 -0.75 -0.37 -0.17
H -3.22335 -4.72280 4.47917 -0.03 0.47 0.02
H -2.62861 -6.00851 3.49892 0.04 -0.26 -0.30
H -4.94433 -7.28259 5.61620 0.65 0.68 0.37
H -3.68237 -7.86438 4.47935 0.25 0.34 0.04
H -5.38316 -8.09268 4.28078 -0.27 0.54 -1.30
H -1.96085 -3.17189 2.58069 -0.03 0.26 -0.33
H -2.18582 -3.82459 1.05216 0.24 0.54 0.35
C -1.73442 3.21050 -2.02577 0.61 -0.59 0.65
C -0.88741 2.83647 -0.80240 -0.03 2.95 1.13
C -0.65044 4.21242 0.02738 1.02 -0.87 -0.50
O 0.23401 4.09797 1.18130 -1.05 0.93 0.61
C 0.27711 5.39348 1.85195 0.29 -0.41 0.26
N -1.64222 1.87453 -0.02889 1.00 -0.70 0.33
H -2.69526 3.56909 -1.65655 -0.01 0.52 -0.08
H -1.98334 2.28438 -2.54387 0.32 0.10 -0.46
H -1.20151 3.93604 -2.64034 -0.32 -0.16 -0.22
H 0.11533 2.48746 -1.04894 -0.11 -0.33 -0.31
H -1.58291 4.66656 0.36254 -0.30 -0.16 -0.11
H -0.10770 4.91234 -0.60798 -0.37 0.14 -0.56
H 0.61938 5.34652 2.88575 0.56 -0.88 -0.11
H -0.67630 5.88821 2.03729 -0.54 -0.29 -0.82
H 0.94039 6.09047 1.33974 -0.04 -0.05 -0.31
H -2.62472 2.09786 -0.09882 -0.25 -0.28 -0.10
H -1.41806 1.98702 0.94948 0.10 -0.28 0.30
```
Positions in Å, forces in eV/Å.

multiplicity	1
HOMO energy	-7.6	eV
Kohn-Sham gap	0.2757	Eh
charge	0
E_tot	-50255.81745	eV

Here are the Mulliken charges for atoms 1 to 5, given in e: atom 1 (Be): 1.225, atom 2 (C): -1.694, atom 3 (C): 2.264, atom 4 (C): -1.636, atom 5 (O): -0.426